DFT (ωB97M-V/def2-TZVPD) results for the ion C17H25ClNO2S with charge +1.

Last columns: bonded neighbours and bond lengths (Å).
Cartesian coordinates (Å):
1 C 1.31787 4.54174 0.23277  C2 1.514, H23 1.085, H24 1.086, H25 1.086
2 C 0.90608 3.18063 -0.28795  C1 1.514, O3 1.441, H26 1.095, H27 1.095
3 O -0.37704 2.84766 0.27673  C2 1.441, C4 1.302
4 C -0.87046 1.66892 0.02725  O3 1.302, O5 1.219, C6 1.526
5 O -0.32961 0.82895 -0.67207  C4 1.219
6 C -2.21151 1.43978 0.71762  C4 1.526, C7 1.542, C22 1.533, H28 1.091
7 C -2.12136 0.25617 1.70143  C6 1.542, C8 1.531, H29 1.089, H30 1.090
8 C -2.55458 -1.05889 1.04744  C7 1.531, N9 1.475, H31 1.089, H32 1.092
9 N -2.15602 -1.04834 -0.37279  C8 1.475, C10 1.479, C21 1.483, H33 1.061
10 C -2.12543 -2.37625 -1.02226  N9 1.479, C11 1.528, H34 1.093, H35 1.093
11 C -1.03757 -3.31579 -0.50426  C10 1.528, C12 1.523, H36 1.091, H37 1.092
12 C 0.37286 -2.74698 -0.59244  C11 1.523, S13 1.844, H38 1.089, H39 1.090
13 S 0.71193 -1.65052 0.85126  C12 1.844, C14 1.778
14 C 2.37488 -1.13571 0.48947  S13 1.778, C15 1.386, C20 1.386
15 C 2.64181 -0.38240 -0.64346  C14 1.386, C16 1.382, H40 1.079
16 C 3.93817 0.01787 -0.90487  C15 1.382, C17 1.389, H41 1.078
17 C 4.95578 -0.32564 -0.02375  C16 1.389, Cl18 1.723, C19 1.388
18 Cl 6.57031 0.18016 -0.35015  C17 1.723
19 C 4.68283 -1.06662 1.11826  C17 1.388, C20 1.382, H42 1.078
20 C 3.38702 -1.47415 1.37417  C14 1.386, C19 1.382, H43 1.079
21 C -3.01841 -0.10640 -1.12629  N9 1.483, C22 1.534, H44 1.091, H45 1.092
22 C -3.31388 1.15842 -0.31043  C6 1.533, C21 1.534, H46 1.090, H47 1.090
23 H 2.28408 4.80916 -0.18333  C1 1.085
24 H 1.39295 4.52477 1.31625  C1 1.086
25 H 0.58880 5.29360 -0.05540  C1 1.086
26 H 1.62205 2.40323 0.00035  C2 1.095
27 H 0.81245 3.17924 -1.37884  C2 1.095
28 H -2.44700 2.35708 1.25988  C6 1.091
29 H -2.76016 0.44872 2.56206  C7 1.089
30 H -1.09789 0.15883 2.06493  C7 1.090
31 H -2.06610 -1.88895 1.55505  C8 1.089
32 H -3.63606 -1.20090 1.10003  C8 1.092
33 H -1.18704 -0.61862 -0.40794  N9 1.061
34 H -3.10364 -2.84684 -0.89203  C10 1.093
35 H -1.96300 -2.20736 -2.08960  C10 1.093
36 H -1.23595 -3.61894 0.52467  C11 1.091
37 H -1.08825 -4.21754 -1.11747  C11 1.092
38 H 1.10677 -3.55039 -0.54828  C12 1.089
39 H 0.52497 -2.17354 -1.50636  C12 1.090
40 H 1.84198 -0.10006 -1.31065  C15 1.079
41 H 4.16164 0.59871 -1.78539  C16 1.078
42 H 5.47834 -1.32543 1.79806  C19 1.078
43 H 3.15991 -2.05165 2.25716  C20 1.079
44 H -2.50060 0.15014 -2.05201  C21 1.091
45 H -3.95288 -0.61164 -1.38085  C21 1.092
46 H -3.42549 2.00436 -0.98821  C22 1.090
47 H -4.25358 1.05140 0.23223  C22 1.090

Output
Total charge = +1
Orbital gap = 9.13 eV
Energy above the lowest of the compared OMol25 structures with the same formula, charge and spin = 2.3 kcal/mol
M = 342.9 g mol⁻¹
Spin multiplicity = 1
E_HOMO = -11.271 eV
Electronic energy = -1726.212839 Eh